No. 1
A 2-piece molecular cluster, C2H7Br2N2 overall. Source: the Open Molecules 2025 dataset; level of theory: ωB97M-V with the def2-TZVPD basis set.

Results
- E_LUMO: -4.6381 eV
- ΔE to the lowest compared entry with this formula, charge and spin: 32.5 kcal per mole
- Charge: +1

Positions of all 13 atoms, in Å:
C1 1.71133 0.21446 1.07152
C2 0.86038 1.10491 0.63103
N1 -1.33625 -1.30657 -0.48921
N2 0.02615 0.91580 -0.60182
Br1 2.09454 -1.41006 0.17386
Br2 -3.07534 -0.80887 0.33067
H1 2.30884 0.40175 1.92775
H2 0.55411 2.08259 1.27327
H3 -0.77342 -2.13352 -0.22909
H4 -1.56155 -1.44699 -1.46641
H5 -0.81331 1.64062 -0.59322
H6 -0.52553 -0.06223 -0.44957
H7 0.53007 0.80811 -1.57877

Forces on the atoms, in the same order (eV/Å):
C 0.22 -0.59 -0.81
C -1.90 2.92 0.42
N -0.60 0.50 -0.04
N -0.92 1.08 -0.38
Br -0.04 0.41 0.11
Br 1.84 -1.02 -0.52
H 0.26 -0.02 0.69
H 1.05 -2.52 -1.79
H -1.20 0.18 0.82
H -0.30 -0.08 -0.17
H 2.57 -1.60 -0.50
H 0.05 -0.05 -0.41
H -1.03 0.79 2.59

Results of the Löwdin charge analysis, in e, for atoms 1 through 8:
1 C -0.540
2 C -0.217
3 N -0.392
4 N 0.055
5 Br 0.764
6 Br 0.622
7 H 0.057
8 H 0.182

No. 2
A 2-piece molecular cluster, C2H7BrN overall. Source: the Open Molecules 2025 dataset; level of theory: ωB97M-V with the def2-TZVPD basis set.

Results
- E_LUMO: -5.3647 eV
- ΔE to the lowest compared entry with this formula, charge and spin: 2.9 kcal per mole
- Charge: +1

Positions of all 11 atoms, in Å:
C1 -0.00519 0.21808 0.61007
C2 0.58522 -0.52232 -0.47046
N1 1.88829 -0.57701 -0.59462
Br1 -2.85453 0.99238 -0.37549
H1 -0.27599 1.27316 0.33605
H2 -0.89719 -0.24359 0.87527
H3 0.59198 0.36331 1.46646
H4 -0.00382 -1.16496 -1.10228
H5 -3.85932 0.92251 0.51091
H6 2.31093 -1.04342 -1.42920
H7 2.51962 -0.21814 0.17329

Forces on the atoms, in the same order (eV/Å):
C -0.03 1.64 -0.38
C 2.65 -0.19 0.53
N -0.28 -0.34 -0.18
Br 1.17 0.32 -1.92
H 0.18 -0.94 -0.30
H -1.58 -0.67 0.62
H 1.19 -0.17 0.94
H -0.19 0.31 -0.70
H -1.90 -0.14 1.63
H -0.30 0.39 1.23
H -0.91 -0.22 -1.47

Results of the Löwdin charge analysis, in e, for atoms 1 through 8:
1 C -0.117
2 C -0.056
3 N 0.212
4 Br 0.539
5 H 0.095
6 H 0.015
7 H 0.095
8 H 0.156

No. 3
An isolated ion of composition C2H7BrN4 and charge +2. Source: the Open Molecules 2025 dataset; level of theory: ωB97M-V with the def2-TZVPD basis set.

Results
- E_LUMO (spin up / spin down): -11.8829 / -11.8818 eV
- ΔE to the lowest compared entry with this formula, charge and spin: 162.4 kcal per mole
- SMILES string: [H]/N=[N+](/C=[NH+]/C)NBr
- Charge: +2

Positions of all 14 atoms, in Å:
H1 -0.72779 2.76690 0.87174
N1 -0.48832 1.91720 0.45497
N2 -0.79063 0.73913 0.79125
C1 -0.10890 -0.27024 0.07084
N3 0.80773 0.01772 -0.79438
C2 1.59766 -0.95851 -1.46834
N4 -1.83460 0.21124 1.56707
Br1 -1.98149 -1.46219 2.32175
H2 -0.35188 -1.29821 0.29449
H3 0.75853 1.06096 -1.19042
H4 1.12691 -2.00025 -1.23691
H5 1.78806 -0.74160 -2.54608
H6 2.62663 -0.97811 -1.05711
H7 -2.42191 0.99596 1.92114

Forces on the atoms, in the same order (eV/Å):
H -1.65 1.45 1.69
N 1.12 -4.02 -0.93
N -1.75 1.40 0.46
C 2.33 -0.64 -1.66
N -2.68 2.96 -0.09
C 0.76 -2.89 -0.39
N 0.83 2.87 -0.95
Br 0.18 0.17 0.03
H 0.09 -0.09 0.24
H 0.71 -2.23 1.43
H 0.99 1.77 -0.86
H -0.84 -0.09 0.74
H -0.47 0.21 0.24
H 0.38 -0.89 0.05

Results of the Löwdin charge analysis, in e, for atoms 1 through 8:
1 H 0.131
2 N 0.310
3 N -0.165
4 C 0.023
5 N 0.093
6 C 0.010
7 N -0.354
8 Br 0.993

No. 4
An isolated ion of composition C2H7I2N2O and charge +1. Source: the Open Molecules 2025 dataset; level of theory: ωB97M-V with the def2-TZVPD basis set.

Results
- E_LUMO: -4.9297 eV
- ΔE to the lowest compared entry with this formula, charge and spin: 14.3 kcal per mole
- Charge: +1

Positions of all 14 atoms, in Å:
C1 0.75956 1.64819 0.70480
C2 1.22555 -0.82441 -0.31430
N1 0.57323 0.19243 0.19818
N2 0.67486 -1.87499 -0.98234
O1 2.50246 -1.05265 -0.02837
I1 -4.90796 0.05876 0.33129
I2 -1.59779 -0.14153 0.25209
H1 0.24910 2.24630 -0.08699
H2 0.26622 1.74195 1.62707
H3 1.78254 1.92396 0.73145
H4 -5.33990 1.03281 -0.88462
H5 1.35395 -2.57758 -1.05130
H6 -0.37074 -1.81662 -1.32046
H7 2.82892 -0.55663 0.82351

Forces on the atoms, in the same order (eV/Å):
C -0.16 -1.52 -3.11
C -0.23 -0.62 1.05
N -2.62 0.35 0.27
N -2.39 3.43 0.36
O 1.21 1.51 1.76
I -0.11 -0.06 0.01
I 0.66 0.68 -0.20
H 0.44 -0.25 0.83
H -0.47 -0.01 1.18
H 1.02 0.12 0.17
H 0.20 -0.10 0.10
H 0.25 -1.74 -0.72
H 3.25 -0.62 0.72
H -1.03 -1.17 -2.42

Results of the Löwdin charge analysis, in e, for atoms 1 through 8:
1 C -0.074
2 C -0.566
3 N -0.341
4 N 0.153
5 O 0.119
6 I 0.479
7 I 0.876
8 H 0.092

No. 5
A 2-piece molecular cluster, C2H7IN overall. Source: the Open Molecules 2025 dataset; level of theory: ωB97M-V with the def2-TZVPD basis set.

Results
- E_LUMO: -5.0903 eV
- ΔE to the lowest compared entry with this formula, charge and spin: 13.2 kcal per mole
- Charge: +1

Positions of all 11 atoms, in Å:
C1 0.96730 -0.30149 0.74694
C2 -0.40570 -0.63573 0.28070
N1 -1.48600 -0.16090 0.72407
I1 0.43093 1.13303 -2.59990
H1 1.59057 -1.21088 0.57589
H2 1.25576 0.56308 0.25840
H3 0.81368 -0.07626 1.73259
H4 -0.52168 -1.49179 -0.43243
H5 -2.41476 -0.53445 0.50605
H6 -1.68004 0.61527 1.28540
H7 1.44993 2.10012 -3.07772

Forces on the atoms, in the same order (eV/Å):
C -1.40 -2.68 -1.39
C 1.14 -1.97 -1.03
N -2.57 -0.72 -0.66
I -2.38 -2.09 0.78
H -0.17 1.11 0.15
H 1.18 1.58 -1.16
H 0.33 0.52 2.87
H -0.02 0.84 0.62
H 0.61 -0.42 -0.70
H 0.98 1.68 1.51
H 2.30 2.14 -0.99

Results of the Löwdin charge analysis, in e, for atoms 1 through 8:
1 C -0.022
2 C -0.146
3 N 0.242
4 I 0.627
5 H 0.134
6 H 0.020
7 H 0.070
8 H 0.168

No. 6
A 2-piece molecular cluster, C2H7IN3 overall. Source: the Open Molecules 2025 dataset; level of theory: ωB97M-V with the def2-TZVPD basis set.

Results
- E_LUMO: -3.4898 eV
- ΔE to the lowest compared entry with this formula, charge and spin: 0.0 kcal per mole
- Charge: +1

Positions of all 13 atoms, in Å:
C1 0.15280 -0.99267 0.36849
C2 -1.32663 2.88075 -0.90689
N1 0.98494 -0.03570 -0.03279
N2 0.51011 -2.25616 0.57140
N3 -0.19495 2.39558 -0.66381
I1 -2.06883 4.87662 -0.93305
H1 -0.92961 -0.61754 0.23710
H2 -2.19537 2.16959 -0.94203
H3 1.94056 -0.14613 -0.26461
H4 -0.03040 -3.07907 0.86956
H5 1.50450 -2.61075 0.54943
H6 0.53880 3.05572 -0.45944
H7 0.52830 0.88747 -0.29831

Forces on the atoms, in the same order (eV/Å):
C -0.04 0.86 -2.00
C -1.65 -0.57 0.68
N -2.17 -0.30 0.58
N 1.40 -1.30 0.53
N -0.08 0.09 0.09
I 0.63 -0.64 -0.06
H 1.56 -1.31 1.05
H 0.84 0.71 -0.45
H 0.99 -0.49 0.11
H -0.68 1.38 -0.25
H -1.26 1.43 -0.17
H 0.26 0.64 -0.22
H 0.20 -0.50 0.11

Results of the Löwdin charge analysis, in e, for atoms 1 through 8:
1 C -0.165
2 C -0.723
3 N 0.154
4 N 0.150
5 N -0.019
6 I 0.816
7 H 0.188
8 H 0.051

No. 7
C2H7IN3 as an isolated structure. Source: the Open Molecules 2025 dataset; level of theory: ωB97M-V with the def2-TZVPD basis set.

Results
- E_LUMO: -4.9146 eV
- ΔE to the lowest compared entry with this formula, charge and spin: 25.4 kcal per mole
- Charge: +1

Positions of all 13 atoms, in Å:
C1 0.68161 -1.27543 0.23913
C2 0.20230 1.31508 0.11346
N1 -0.41631 0.20278 0.14168
N2 -0.23263 2.50261 -0.19768
N3 0.05097 -2.29852 -0.22524
I1 -2.56383 -0.15538 0.05951
H1 1.42149 -0.78165 -0.37630
H2 1.05209 -1.21024 1.32606
H3 1.26215 1.35100 0.39254
H4 -1.18600 2.76726 -0.47240
H5 0.29510 3.27462 -0.09478
H6 0.00489 -2.74790 -1.18819
H7 -0.57183 -2.94423 0.28221

Forces on the atoms, in the same order (eV/Å):
C 1.17 3.16 1.88
C 0.25 0.44 0.22
N -1.00 -2.05 0.49
N -3.67 -0.60 -0.93
N -2.39 -5.02 -2.17
I 2.13 0.64 -0.11
H 0.13 -0.61 -0.43
H -1.27 -0.42 -1.51
H -0.09 -0.54 -0.17
H 0.42 -0.92 0.26
H 2.59 2.78 0.48
H 0.89 2.05 1.24
H 0.84 1.10 0.74

Results of the Löwdin charge analysis, in e, for atoms 1 through 8:
1 C -0.195
2 C -0.360
3 N -0.390
4 N 0.173
5 N 0.028
6 I 0.820
7 H 0.108
8 H 0.160

No. 8
C2H7IN3 as an isolated structure. Source: the Open Molecules 2025 dataset; level of theory: ωB97M-V with the def2-TZVPD basis set.

Results
- E_LUMO: -5.5480 eV
- ΔE to the lowest compared entry with this formula, charge and spin: 39.1 kcal per mole
- Charge: +1

Positions of all 13 atoms, in Å:
C1 2.47928 1.38552 0.17123
C2 -1.27203 -1.60511 0.47822
N1 -0.76775 -0.48465 0.12423
N2 -2.52709 -2.11731 0.36767
N3 1.78644 2.05876 -0.65421
I1 -2.03779 0.86091 -0.78582
H1 2.59900 1.62780 1.28972
H2 3.38683 0.82192 -0.17753
H3 -0.66752 -2.45515 0.92935
H4 -3.27950 -1.51832 0.01517
H5 -2.69864 -3.04102 0.14469
H6 1.14895 2.74900 -0.27053
H7 1.84981 1.71764 -1.63218

Forces on the atoms, in the same order (eV/Å):
C 3.28 0.88 1.84
C -0.18 -2.24 -0.11
N 0.27 -0.05 0.52
N -0.95 3.36 -0.16
N 0.32 -1.55 0.24
I 0.15 -0.13 0.12
H -1.15 -0.32 -1.76
H -1.62 -0.26 -0.10
H 0.26 1.60 -0.52
H 0.56 -0.13 0.13
H 0.15 -2.27 0.00
H -0.54 0.00 -0.73
H -0.58 1.11 0.51

Results of the Löwdin charge analysis, in e, for atoms 1 through 8:
1 C 0.129
2 C -0.493
3 N -0.489
4 N 0.073
5 N 0.194
6 I 0.710
7 H 0.158
8 H 0.141

Calculated calculated total energy in order - -5337.60886, -2708.88295, -2872.56541, -860.25265, -432.55067, -542.10584, -542.06544, -542.04361 a.u.